# 1
{"formula": "C2H5ClNO3P", "method": "ωB97M-V/def2-TZVPD", "homo_ev": -2.01, "multiplicity": 1, "de_lowest_kj_mol": 128.9, "max_force_ev_per_a": 3.00, "mol_weight_g_mol": 157.5, "charge": -2, "species": ["C", "C", "N", "O", "O", "O", "P", "Cl", "H", "H", "H", "H", "H"], "xyz": [[2.38340, 0.90261, -0.59207], [-1.25087, -0.99870, -0.38560], [-1.96799, -1.68337, -1.14436], [-0.24433, -0.21042, -0.79967], [1.03681, -0.52184, 1.48950], [0.07221, 1.75390, 0.84556], [0.92687, 0.39633, 0.30992], [-1.03269, -11.89033, -1.16689], [2.98170, 0.08493, -0.38206], [2.34631, 1.08388, -1.68907], [-1.52921, -1.19760, 0.71443], [0.05129, 1.40353, 1.75627], [-1.87859, -1.69243, -2.16638]], "atomic_forces_ev_per_a": [[-2.9018, 0.6386, 0.4057], [-0.0593, -0.4835, 1.0456], [-1.6490, -1.1044, -0.8886], [0.1610, 0.1497, 1.0617], [-0.1034, 0.5279, -0.5457], [0.6112, -1.7265, 0.1604], [1.2163, 1.3744, -1.7447], [-0.0101, -0.0939, -0.0108], [1.7416, -1.6762, 0.3275], [-0.4736, -0.0308, 0.8497], [1.2110, 1.0775, -1.3718], [-0.4524, 0.7522, 0.1042], [0.7086, 0.5950, 0.6067]]}



# 2
{"formula": "C2H5ClNOP", "method": "ωB97M-V/def2-TZVPD", "homo_ev": [-9.17, -8.81], "multiplicity": 1, "de_lowest_kj_mol": 538.9, "max_force_ev_per_a": 0.86, "mol_weight_g_mol": 125.5, "charge": 0, "species": ["C", "C", "N", "O", "P", "Cl", "H", "H", "H", "H", "H"], "xyz": [[-0.14585, 0.09806, 0.17717], [1.36237, -0.01669, 0.36375], [-1.67404, 0.37219, -1.62577], [-0.48716, -0.05375, -1.18356], [2.20670, -1.46271, -0.46054], [2.16927, 1.46416, -0.28651], [-0.62717, -0.69535, 0.77122], [-0.49600, 1.07330, 0.54834], [1.57333, -0.02999, 1.43539], [-2.22584, 0.78405, -0.86579], [1.69126, -1.15627, -1.71987]], "atomic_forces_ev_per_a": [[-0.1344, 0.0528, 0.8482], [-0.1001, 0.0470, -0.2741], [-0.2163, -0.1093, -0.5718], [0.1452, 0.0053, -0.3189], [-0.0006, -0.0538, 0.5277], [-0.0258, 0.0408, 0.0700], [0.0449, 0.1069, -0.1594], [0.0808, -0.1552, -0.1238], [-0.0266, -0.0156, -0.1474], [0.3489, 0.0003, 0.5230], [-0.1159, 0.0807, -0.3735]]}



# 3
{"formula": "C2H5ClNOP", "method": "ωB97M-V/def2-TZVPD", "homo_ev": -9.57, "multiplicity": 1, "de_lowest_kj_mol": 215.6, "max_force_ev_per_a": 4.46, "mol_weight_g_mol": 125.5, "smiles": "N/P=C/C=O.Cl", "charge": 0, "species": ["N", "P", "C", "C", "O", "H", "H", "H", "H", "Cl", "H"], "xyz": [[-2.09487, -1.64270, 0.04930], [-0.70501, -0.92472, -0.55597], [-0.56530, 0.52911, 0.33557], [0.63325, 1.22501, 0.06285], [1.49181, 0.91465, -0.76274], [-2.88077, -1.03016, 0.30207], [-2.39798, -2.56712, -0.04323], [-1.43078, 0.83001, 1.08742], [0.91941, 2.28480, 0.62667], [4.04464, -0.18756, -0.37129], [2.98561, 0.56868, -0.73065]], "atomic_forces_ev_per_a": [[-0.4097, 2.8251, 0.2204], [0.1010, -0.2118, 0.9798], [-2.9254, -1.1958, 0.6579], [2.0605, 3.8720, 0.7875], [-1.2613, -0.3361, -0.1684], [0.6322, -0.4444, 0.2434], [0.0246, -1.4610, -0.6635], [2.3522, -0.2996, -1.5446], [-1.2028, -2.4798, -0.7069], [-0.1115, 0.3263, -0.2133], [0.7403, -0.5949, 0.4078]]}



# 4
{"formula": "C2H5ClOS", "method": "ωB97M-V/def2-TZVPD", "s2": 2.00, "homo_ev": [-4.15, -10.43], "multiplicity": 3, "de_lowest_kj_mol": 287.2, "max_force_ev_per_a": 8.24, "mol_weight_g_mol": 112.6, "charge": 0, "species": ["C", "C", "O", "S", "Cl", "H", "H", "H", "H", "H"], "xyz": [[-0.86109, 0.14215, 0.81886], [0.55995, 0.34460, 0.15513], [0.27148, 0.68766, -1.28270], [1.47397, -1.27493, 0.05940], [-1.93399, -0.86177, -0.25353], [-1.10671, 1.17291, 0.97811], [-0.89132, -0.38952, 1.68410], [1.09053, 1.09451, 0.48408], [-0.54606, 0.31694, -1.50642], [1.94324, -1.23256, -1.13703]], "atomic_forces_ev_per_a": [[2.1178, 1.0905, -2.4979], [-6.0407, -1.6800, -5.3534], [2.7004, 1.2100, 2.0519], [1.0252, -4.4377, 3.2437], [0.0619, 0.5755, 0.2560], [-1.3927, 0.2666, -0.1618], [0.4110, -1.3269, 2.6802], [2.8392, 3.9056, 2.3559], [-1.9422, -0.9771, -0.5647], [0.2199, 1.3734, -2.0100]]}



# 5
{"formula": "C2H5F2N2", "method": "ωB97M-V/def2-TZVPD", "homo_ev": -16.82, "multiplicity": 1, "de_lowest_kj_mol": 0.0, "max_force_ev_per_a": 4.23, "mol_weight_g_mol": 95.1, "smiles": "NC(=[NH2+])C(F)F", "charge": 1, "species": ["N", "C", "N", "C", "F", "F", "H", "H", "H", "H", "H"], "xyz": [[1.14691, -0.82734, 0.58555], [0.08111, -0.39549, -0.05333], [-0.71156, -0.97353, -0.91649], [-0.23872, 1.32374, 0.15004], [-0.39196, 1.75766, 1.43105], [-1.32282, 1.57871, -0.56514], [1.75688, -0.25111, 1.22771], [1.36439, -1.78069, 0.77946], [-1.37180, -0.45008, -1.46421], [-0.94308, -1.88459, -0.90987], [0.63065, 1.90273, -0.26477]], "atomic_forces_ev_per_a": [[0.2968, 0.6542, 1.2829], [0.0914, 4.1116, 0.8623], [0.7057, 2.8167, 0.6214], [2.0979, -0.6153, -0.5053], [-0.1022, -1.4228, -0.9986], [-0.4051, -0.1740, 0.0772], [-1.5694, -0.1442, -1.1540], [-0.1144, -1.0482, -0.6089], [-0.1582, 0.8033, 0.2528], [-0.1822, -4.2307, -0.0410], [-0.6603, -0.7506, 0.2111]]}



# 6
{"formula": "C2H5F3OSi", "method": "ωB97M-V/def2-TZVPD", "homo_ev": -9.16, "multiplicity": 1, "de_lowest_kj_mol": 70.8, "max_force_ev_per_a": 3.04, "mol_weight_g_mol": 130.1, "smiles": "F[SiH](F)F.C=CO", "charge": 0, "species": ["F", "Si", "F", "F", "H", "C", "C", "O", "H", "H", "H", "H"], "xyz": [[-3.91202, -1.25254, -0.46868], [-2.86323, -0.82654, 0.68401], [-2.78800, -2.16222, 1.59446], [-1.55762, -0.37756, -0.09643], [-2.96004, 0.39789, 1.42014], [1.94433, 1.50924, -0.70067], [1.73660, 0.20135, -0.65345], [2.19315, -0.73414, 0.21541], [2.61784, 1.92360, 0.05336], [1.56448, 2.10977, -1.49219], [1.09273, -0.47860, -1.29197], [2.93178, -0.31026, 0.73602]], "atomic_forces_ev_per_a": [[0.5437, 0.6402, 1.0532], [-0.0429, -1.2483, -0.8821], [0.2561, 1.3201, -0.7063], [0.2543, -0.8557, -0.1019], [-1.0042, 0.1372, 0.6295], [0.7835, -0.8402, 0.7660], [-1.7677, -2.0819, -1.3267], [2.1043, 1.3120, 1.5476], [-0.2204, 0.2171, -0.2807], [-0.2741, 0.3132, -0.2821], [0.4176, 1.8903, 0.0185], [-1.0502, -0.8040, -0.4349]]}